Version w
DFT (ωB97M-V with the def2-TZVPD basis set) results for a 2-piece molecular cluster, C2H10N2 overall.

Structure (XYZ):
```
14
Properties=species:S:1:pos:R:3:lowdin_charge:R:1
N -1.30 -1.02 -1.25 -0.2021
N 2.05 1.92 2.33 0.0055
C -1.47 0.27 -0.64 -0.1650
C 0.01 -1.64 -1.35 -0.1303
H 0.61 -1.26 -0.51 0.0680
H 1.43 1.16 2.09 -0.0113
H 0.50 -1.35 -2.29 0.0739
H 1.58 2.41 3.08 -0.0008
H -2.24 0.38 0.14 0.0694
H -1.98 -1.19 -1.97 0.0917
H -1.42 1.18 -1.26 0.0741
H 2.84 1.49 2.80 0.0056
H -0.06 -2.70 -1.14 0.0659
H -0.55 0.33 -0.04 0.0552
```

Values from the calculation:
**HOMO level**: -8.308 eV
**SMILES**: CNC.N
**HOMO-LUMO gap**: 9.3 eV

***

Version x
DFT (ωB97M-V with the def2-TZVPD basis set) results for a 2-piece molecular cluster, C2H10N2 overall.

Structure (XYZ):
```
14
Properties=species:S:1:pos:R:3:lowdin_charge:R:1
N 0.50 0.16 -2.87 -0.1090
N -1.11 0.68 1.40 -0.1021
C -0.52 0.07 2.58 -0.2424
C 1.15 -0.47 -1.71 -0.2092
H -1.08 0.11 0.47 0.0895
H -1.00 0.37 3.61 0.1052
H -0.46 -1.07 2.37 0.0899
H 0.48 0.37 2.80 0.0319
H 2.15 -0.72 -2.08 0.0655
H -0.58 0.09 -2.86 0.0860
H -2.06 0.46 1.64 0.0292
H 0.72 1.16 -2.96 0.0484
H 1.25 0.13 -0.82 0.0492
H 0.53 -1.36 -1.56 0.0679
```

Values from the calculation:
**HOMO level**: -9.177 eV
**SMILES**: CN.CN
**HOMO-LUMO gap**: 10.1 eV

***

Of them, version x has the lowest stability.

***

Version w
DFT (ωB97M-V with the def2-TZVPD basis set) results for a 2-piece molecular cluster, C26H22N2O2 overall.

Structure (XYZ):
```
52
Properties=species:S:1:pos:R:3:lowdin_charge:R:1
O -0.93 3.69 0.35 -0.0506
O -2.27 -0.65 -0.36 -0.0463
N -1.76 3.09 -1.62 -0.0855
N -1.43 1.44 0.05 0.1428
C 3.17 -1.29 2.84 -0.0134
C 2.25 1.35 3.95 -0.0370
C 0.80 -0.58 3.25 -0.0364
C -1.64 4.49 -1.89 -0.0546
C 2.72 -3.72 4.14 -0.0646
C -4.08 0.31 3.30 0.0005
C -2.29 0.89 -2.14 -0.0198
C 1.17 0.83 3.18 -0.1668
C 4.15 -2.28 2.82 -0.0592
C 1.67 3.61 3.34 -0.0434
C 2.47 2.72 4.06 -0.0720
C -2.00 0.50 -0.76 -0.5382
C 1.88 -1.55 3.40 -0.1642
C -4.71 -2.41 3.38 -0.0660
C -1.66 -0.19 3.22 0.0651
C -1.34 2.72 -0.32 -0.4992
C -2.20 2.18 -2.52 -0.0873
C 0.64 3.11 2.54 -0.0404
C 1.68 -2.80 4.04 -0.0118
C -5.74 -1.45 3.46 -0.0531
C -3.38 -2.02 3.27 -0.0001
C -3.02 -0.64 3.24 -0.1869
C 3.94 -3.49 3.49 -0.0596
C -0.55 -1.01 3.22 0.0107
C -5.40 -0.09 3.43 -0.0639
C 0.43 1.75 2.42 -0.0130
H -1.53 0.89 3.29 0.1247
H -0.72 -2.09 3.22 0.1049
H -2.31 5.04 -1.21 0.0913
H 3.38 -0.32 2.39 0.1238
H -1.90 4.69 -2.92 0.0801
H 2.57 -4.64 4.71 0.1078
H -4.97 -3.47 3.42 0.1084
H -0.63 4.82 -1.66 0.0900
H 2.91 0.65 4.49 0.1156
H 1.82 4.68 3.40 0.1074
H 3.27 3.09 4.70 0.1047
H 4.72 -4.26 3.49 0.1089
H -2.64 0.13 -2.82 0.0932
H -6.19 0.66 3.54 0.1083
H -3.82 1.37 3.26 0.1256
H -6.78 -1.76 3.56 0.1090
H 5.10 -2.08 2.30 0.1119
H -0.01 3.79 2.01 0.0812
H -2.44 2.59 -3.51 0.1239
H -2.59 -2.77 3.23 0.1092
H -0.33 1.37 1.73 0.0698
H 0.71 -3.01 4.48 0.1144
```

Values from the calculation:
**HOMO level**: -7.107 eV
**HOMO-LUMO gap**: 4.6 eV

***

Version x
DFT (ωB97M-V with the def2-TZVPD basis set) results for one molecule with the formula C26H22N2O2.

Structure (XYZ):
```
52
Properties=species:S:1:pos:R:3:lowdin_charge:R:1
O -0.13 -0.98 0.79 0.0804
O 4.19 1.36 1.28 0.0651
N -1.79 0.15 1.85 0.1401
N 2.22 0.50 0.59 0.0941
C -2.34 -0.05 -1.00 -0.0080
C -2.59 -0.22 -2.33 -0.0631
C 3.57 0.47 0.73 -0.4345
C -5.00 -2.20 0.49 -0.0347
C 4.31 -3.02 -0.57 -0.0794
C 0.56 2.27 0.24 -0.1768
C -3.72 -1.21 2.27 -0.0176
C -0.14 2.73 -2.01 -0.0875
C -3.61 -1.08 -2.76 -0.0775
C -4.39 -1.73 -1.85 -0.0361
C 0.65 2.03 -1.12 -0.0327
C 6.24 -1.63 -0.85 -0.0765
C -4.17 -1.57 -0.46 -0.1604
C 5.56 -0.57 -0.29 -0.0193
C -3.10 -0.74 -0.03 -0.0895
C -0.32 3.24 0.69 -0.0405
C 5.62 -2.86 -1.00 -0.0869
C -0.49 -0.11 1.57 -0.4671
C -4.79 -2.01 1.83 -0.0770
C 4.24 -0.72 0.12 -0.1302
C -2.88 -0.61 1.36 -0.1746
C 1.40 1.49 1.24 -0.2400
C -1.03 3.68 -1.55 -0.0881
C 3.62 -1.96 -0.02 -0.0250
C 0.50 0.79 2.28 -0.0295
C -1.12 3.94 -0.20 -0.0776
H -5.43 -2.47 2.56 0.1029
H -0.01 1.53 2.90 0.1074
H 1.14 0.18 2.92 0.1367
H -3.79 -1.20 -3.82 0.1022
H 7.27 -1.50 -1.18 0.1029
H -1.80 4.69 0.17 0.1028
H -0.05 2.54 -3.07 0.1046
H 1.35 1.29 -1.49 0.1162
H 1.72 -0.30 0.23 0.1052
H 6.15 -3.69 -1.44 0.1014
H -2.00 0.32 -3.06 0.0989
H 6.03 0.39 -0.16 0.1168
H -0.38 3.47 1.75 0.1123
H -5.81 -2.83 0.14 0.1110
H -3.55 -1.09 3.33 0.1124
H -1.56 0.62 -0.68 0.0870
H 2.60 -2.11 0.33 0.1085
H 3.82 -3.98 -0.67 0.1034
H -1.66 4.23 -2.25 0.1022
H 2.09 2.18 1.75 0.1570
H -1.99 0.75 2.64 0.1484
H -5.20 -2.37 -2.17 0.1103
```

Values from the calculation:
**HOMO level**: -8.226 eV
**SMILES**: O=C(C[C@@H](NC(=O)c1ccccc1)c1ccccc1)Nc1cccc2ccccc12
**HOMO-LUMO gap**: 8.6 eV

***

Of them, version w has the lowest stability.

***

Version w
DFT (ωB97M-V with the def2-TZVPD basis set) results for a 2-piece molecular cluster, C2H4O3 overall.

Structure (XYZ):
```
9
Properties=species:S:1:pos:R:3:lowdin_charge:R:1
O -1.50 -0.54 1.49 -0.2108
O 0.27 -2.41 -0.26 0.1629
O 1.19 -1.84 0.69 0.1526
C 0.25 -1.14 0.13 -0.3667
C 0.56 0.13 -0.50 0.0200
H 0.30 0.03 -1.56 0.1038
H 1.61 0.40 -0.31 0.1128
H -1.94 -1.22 1.91 -0.0913
H -0.18 0.91 -0.13 0.1167
```

Values from the calculation:
**HOMO level (alpha / beta)**: -9.671 / -9.648 eV
**HOMO-LUMO gap (alpha / beta)**: 9.1 / 9.0 eV

***

Version x
DFT (ωB97M-V with the def2-TZVPD basis set) results for one molecule with the formula C2H4O3.

Structure (XYZ):
```
9
Properties=species:S:1:pos:R:3:lowdin_charge:R:1
O -0.53 -0.93 -1.11 -0.0571
O 0.88 1.98 -0.43 0.0120
O 0.09 1.01 0.25 -0.0824
C 0.41 -0.28 -0.02 -0.2416
C -0.77 -1.18 0.23 -0.1637
H -1.57 -0.52 0.72 0.1480
H -0.50 -2.15 0.56 0.0946
H 1.45 -0.72 -0.18 0.1826
H 0.54 2.79 -0.03 0.1076
```

Values from the calculation:
**HOMO level**: -9.983 eV
**SMILES**: OO[C@H]1CO1
**HOMO-LUMO gap**: 10.8 eV

***

Of them, version w has the lowest stability.

***

Version w
DFT (ωB97M-V with the def2-TZVPD basis set) results for a 2-piece molecular cluster, C2H4O3 overall.

Structure (XYZ):
```
9
Properties=species:S:1:pos:R:3:lowdin_charge:R:1
O -1.48 2.55 0.20 0.1036
O 0.17 1.08 0.65 0.0147
O 0.34 -1.66 -0.09 -0.0092
C 0.69 -2.06 -1.16 -0.1044
C -0.74 2.04 0.97 -0.3831
H -0.59 2.36 2.01 0.1329
H 0.19 -2.88 -1.67 0.0841
H 1.58 -1.60 -1.62 0.0882
H -0.15 0.17 0.71 0.0732
```

Values from the calculation:
**HOMO level**: -10.675 eV
**SMILES**: O=CO.C=O
**HOMO-LUMO gap**: 11.1 eV

***

Version x
DFT (ωB97M-V with the def2-TZVPD basis set) results for a 2-piece molecular cluster, C2H4O3 overall.

Structure (XYZ):
```
9
Properties=species:S:1:pos:R:3:lowdin_charge:R:1
O 0.18 2.02 0.11 -0.2587
O -1.71 -0.22 0.63 0.1588
O -1.59 -0.25 -0.81 0.1540
C -0.55 -0.17 0.00 -0.3357
C 0.74 -0.83 0.15 0.0253
H 1.47 -0.11 0.52 0.0979
H -0.26 2.40 -0.65 -0.0542
H 0.66 -1.64 0.87 0.1062
H 1.07 -1.20 -0.82 0.1064
```

Values from the calculation:
**HOMO level (alpha / beta)**: -9.408 / -9.405 eV
**HOMO-LUMO gap (alpha / beta)**: 9.1 / 9.1 eV

***

Version y
DFT (ωB97M-V with the def2-TZVPD basis set) results for one molecule with the formula C2H4O3.

Structure (XYZ):
```
9
Properties=species:S:1:pos:R:3:lowdin_charge:R:1
O 1.13 0.45 -1.32 0.1259
O 1.56 -0.02 0.84 -0.0640
O 2.88 0.09 0.49 -0.0231
C 0.68 0.16 -0.25 -0.5132
C -0.69 -0.01 0.22 0.0114
H -1.17 -1.10 0.46 0.1609
H 2.93 0.76 -0.29 0.1404
H -0.66 0.66 1.14 0.1195
H -1.33 0.31 -0.51 0.0422
```

Values from the calculation:
**HOMO level**: -10.430 eV
**SMILES**: CC(=O)OO
**HOMO-LUMO gap**: 11.2 eV

***

Of them, version x has the lowest stability.